Record 1
Below is C30H42I2N2Ru as an isolated structure, with properties calculated with ωB97M-V with the def2-TZVPD basis set.

```
! wB97M-V def2-TZVPD RIJCOSX def2/J DEFGRID3
* xyz 1 6
Ru 0.674 0.560 -0.119
C 0.206 -2.165 -0.577
C -0.523 -1.428 -1.527
C -1.332 -0.460 -0.780
C -1.054 -0.711 0.612
C -0.137 -1.784 0.743
C 0.378 -2.388 2.029
C -0.621 -2.134 3.161
C 0.560 -3.899 1.843
C 1.732 -1.767 2.406
C -2.598 0.351 -1.107
C -3.789 -0.606 -0.909
C -2.693 0.973 -2.500
C -2.745 1.511 -0.110
C -0.412 -1.743 -3.017
C 0.052 -0.529 -3.831
C -1.748 -2.300 -3.538
C 0.628 -2.846 -3.261
H 0.930 -2.926 -0.811
H -1.585 -0.259 1.434
H -1.607 -2.534 2.919
H -0.723 -1.067 3.369
H -0.274 -2.617 4.075
H -0.373 -4.376 1.539
H 0.882 -4.347 2.784
H 1.321 -4.122 1.094
H 1.647 -0.686 2.555
H 2.486 -1.948 1.640
H 2.080 -2.205 3.344
H -3.735 -1.460 -1.584
H -4.726 -0.079 -1.101
H -3.816 -0.985 0.114
H -2.651 0.252 -3.308
H -1.917 1.721 -2.671
H -3.650 1.491 -2.578
H -2.874 1.183 0.920
H -3.627 2.099 -0.370
H -1.884 2.186 -0.145
H -0.626 0.316 -3.763
H 0.133 -0.809 -4.883
H 1.042 -0.203 -3.497
H -2.577 -1.609 -3.423
H -2.006 -3.219 -3.009
H -1.655 -2.537 -4.599
H 1.628 -2.533 -2.959
H 0.664 -3.060 -4.330
H 0.374 -3.775 -2.750
C 1.204 3.246 1.788
N 1.733 2.058 1.130
C 2.991 1.760 1.231
C 3.526 0.667 0.514
C 4.811 0.137 0.480
C 4.758 -0.968 -0.378
C 3.444 -1.066 -0.819
N 2.683 -0.084 -0.294
C -0.175 3.006 2.351
C -0.432 1.888 3.139
C -1.693 1.689 3.686
C -2.707 2.608 3.449
C -2.456 3.724 2.664
C -1.196 3.919 2.116
H 1.148 4.059 1.057
H 1.890 3.570 2.580
H 3.655 2.355 1.860
H 5.669 0.513 1.014
H 5.569 -1.623 -0.651
H 3.020 -1.794 -1.492
H 0.366 1.183 3.344
H -1.883 0.829 4.315
H -3.686 2.456 3.883
H -3.240 4.446 2.477
H -1.007 4.793 1.503
I 0.540 2.843 -2.138
C 2.593 3.388 -1.987
I 3.912 2.096 -2.998
H 2.837 3.394 -0.932
H 2.670 4.381 -2.414
*
```

Its orbital gap (spin up / spin down) is 7.73 / 6.27 eV. Its expectation value of S² is 8.77. As for the strongest force on any atom: 0.003 hartree/bohr.

---

Record 2
Below is an isolated ion of composition C5H13N and charge -1, with properties calculated with ωB97M-V with the def2-TZVPD basis set.

```
! wB97M-V def2-TZVPD RIJCOSX def2/J DEFGRID3
* xyz -1 2
C -1.028 0.957 -0.445
N 0.258 0.363 -0.126
C 0.196 -0.820 0.746
C 1.405 -1.730 0.565
C 1.189 1.346 0.365
C -1.946 0.057 -1.261
H -1.522 1.362 0.456
H -0.808 1.837 -1.054
H 0.038 -0.460 1.777
H -0.688 -1.388 0.458
H 1.359 -2.554 1.276
H 2.333 -1.159 0.654
H 1.399 -2.115 -0.457
H 1.196 2.225 -0.279
H 0.978 1.670 1.397
H 2.215 0.964 0.377
H -2.970 0.086 -0.892
H -1.664 -0.994 -1.244
H -1.942 0.354 -2.312
*
```

Its orbital gap (spin up / spin down) is 2.65 / 8.90 eV. Its expectation value of S² is 0.75. As for the strongest force on any atom: 0.017 hartree/bohr.

---

Record 3
Below is a 3-piece molecular cluster, C34H56NO6P overall, with properties calculated with ωB97M-V with the def2-TZVPD basis set.

```
! wB97M-V def2-TZVPD RIJCOSX def2/J DEFGRID3
* xyz 0 1
C 8.781 -5.493 -2.018
C 8.992 -3.991 -1.738
C 7.676 -3.300 -1.319
C 7.798 -2.382 -0.083
C 7.679 -0.886 -0.459
C 7.202 -0.041 0.754
C 5.661 -0.157 0.829
C 4.959 0.861 -0.100
C 3.491 0.968 0.314
C 2.797 2.242 -0.179
C 2.771 2.378 -1.720
C 1.420 2.835 -2.287
C 0.684 1.754 -3.089
C 0.163 0.597 -2.231
C -1.290 0.810 -1.708
C -2.062 -0.496 -1.894
C -3.457 -0.541 -1.237
C -3.725 0.236 0.039
O -3.312 1.283 0.388
N -4.649 -0.521 0.780
C -4.927 -1.808 0.143
C -5.124 -2.965 1.086
O -3.897 -3.176 1.792
O -3.641 -4.547 1.852
C -3.998 -2.010 -1.061
C -4.702 -2.287 -2.396
P -5.214 -4.029 -2.574
O -4.834 -4.889 -1.472
O -6.811 -4.037 -2.834
O -4.566 -4.523 -3.955
H 8.291 -5.975 -1.172
H 8.130 -5.629 -2.881
H 9.754 -5.948 -2.177
H 9.380 -3.565 -2.663
H 9.750 -3.929 -0.959
H 6.913 -4.072 -1.208
H 7.355 -2.678 -2.157
H 8.802 -2.511 0.323
H 7.045 -2.611 0.668
H 8.649 -0.546 -0.817
H 6.892 -0.806 -1.208
H 7.510 0.992 0.608
H 7.640 -0.478 1.652
H 5.296 -0.087 1.853
H 5.439 -1.174 0.496
H 5.064 0.479 -1.115
H 5.500 1.798 0.027
H 3.470 0.984 1.405
H 2.901 0.097 0.018
H 1.785 2.265 0.232
H 3.326 3.093 0.253
H 3.506 3.143 -1.971
H 3.130 1.450 -2.168
H 1.607 3.666 -2.970
H 0.748 3.228 -1.520
H -0.114 2.245 -3.646
H 1.395 1.349 -3.812
H 0.847 0.363 -1.416
H 0.130 -0.284 -2.878
H -1.191 1.080 -0.662
H -1.730 1.662 -2.225
H -2.221 -0.614 -2.967
H -1.436 -1.314 -1.537
H -4.137 -0.085 -1.969
H -5.530 -0.056 0.954
H -5.931 -1.693 -0.308
H -5.407 -3.874 0.561
H -5.894 -2.757 1.838
H -4.170 -4.868 2.598
H -3.109 -2.602 -0.875
H -5.595 -1.666 -2.461
H -4.014 -2.039 -3.202
H -7.090 -3.128 -3.021
H -4.620 -5.493 -3.969
C -3.153 6.963 1.092
C -4.393 6.444 1.437
C -4.595 5.070 1.439
C -3.554 4.212 1.103
C -2.314 4.734 0.761
C -2.113 6.108 0.751
H -2.996 8.034 1.087
H -5.203 7.111 1.705
H -5.564 4.665 1.704
H -3.704 3.139 1.107
H -1.501 4.065 0.501
H -1.146 6.513 0.479
C -5.168 0.116 5.347
C -4.675 0.165 4.049
C -3.818 1.189 3.672
C -3.447 2.159 4.595
C -3.937 2.107 5.893
C -4.801 1.087 6.268
H -5.840 -0.682 5.641
H -4.960 -0.594 3.333
H -3.439 1.232 2.662
H -2.775 2.956 4.301
H -3.647 2.862 6.612
H -5.188 1.049 7.279
*
```

Its orbital gap is 9.00 eV. As for the SMILES: CCCCCCCCCCCCCCCC[C@@H]1C(=O)N[C@H](COO)[C@H]1CP(=O)(O)O.c1ccccc1.c1ccccc1. As for the strongest force on any atom: 0.059 hartree/bohr.

---

Record 4
Below is CH4O as an isolated structure, with properties calculated with ωB97M-V with the def2-TZVPD basis set.

```
! wB97M-V def2-TZVPD RIJCOSX def2/J DEFGRID3
* xyz 0 1
C 0.311 -0.123 -0.131
H 0.709 -1.118 0.232
H 0.742 0.300 0.688
H 0.935 0.483 -0.951
H -1.614 0.733 0.362
O -1.082 -0.275 -0.200
*
```

Its orbital gap is 10.96 eV. As for the strongest force on any atom: 0.123 hartree/bohr.